No. 1
# C5H9NO

A cluster of 2 separate species, C5H9NO in total at a distorted geometry (the ωB97M-V functional and the def2-TZVPD basis, the Open Molecules 2025 dataset).

Geometry as XYZ:
```
16
Properties=species:S:1:pos:R:3:nbo_charge:R:1
C 1.091 1.555 1.441 -0.23
C 1.390 0.184 1.506 0.18
N 0.366 -0.528 0.929 -0.54
C -0.570 0.390 0.505 0.41
C -0.147 1.697 0.874 -0.21
C -1.702 0.290 -0.500 -0.68
H 1.861 2.253 1.712 0.27
H 2.152 -0.382 2.018 0.25
H 0.327 -1.502 0.627 0.46
H -0.718 2.585 0.677 0.27
H -2.689 0.441 -0.071 0.28
H -1.381 1.078 -1.180 0.27
H -1.718 -0.655 -1.042 0.26
H 0.152 -2.911 -3.015 0.49
H 1.065 -2.364 -1.871 0.46
O 0.522 -2.131 -2.610 -0.95
```

Summary:
2S+1: 2
calculated total energy: -325.609459 a.u.
expectation value of S²: 0.76
charge: +1



No. 2
# C10H25ClIrO5Sb

A structure of composition C10H25ClIrO5Sb at a distorted geometry (the ωB97M-V functional and the def2-TZVPD basis, the Open Molecules 2025 dataset).

Geometry as XYZ:
```
43
Properties=species:S:1:pos:R:3:nbo_charge:R:1
Ir -3.253 -0.817 0.389 1.36
O -1.980 -1.349 2.205 -0.75
Cl -0.911 -0.742 1.420 2.47
O 0.334 -0.757 2.138 -0.77
O -1.328 0.622 1.079 -0.80
O -0.821 -1.443 0.146 -0.79
C -3.407 -0.524 -3.464 -0.64
C -4.040 -1.660 -2.702 -0.06
O -4.379 -1.234 -1.331 -0.58
C -5.781 -1.316 -0.931 -0.08
C -5.776 -1.045 0.547 -0.68
H -3.229 -0.849 -4.488 0.27
H -2.451 -0.232 -3.024 0.20
H -4.062 0.347 -3.484 0.24
H -3.351 -2.499 -2.617 0.21
H -4.952 -2.013 -3.179 0.23
H -6.186 -2.298 -1.171 0.24
H -6.351 -0.567 -1.480 0.24
H -5.397 -1.906 1.120 0.25
H -6.779 -0.840 0.928 0.33
H -5.214 -0.088 0.748 0.19
C 2.808 3.084 -0.992 -0.72
C 3.515 1.795 -0.865 -0.34
Sb 2.263 0.713 0.938 1.50
C 2.963 1.547 2.867 -0.64
C 4.411 1.975 2.813 -0.67
C 3.156 -1.351 0.607 -0.53
C 4.597 -1.356 0.210 -0.68
H 3.277 3.605 -1.854 0.35
H 2.948 3.756 -0.143 0.26
H 1.751 2.989 -1.245 0.26
H 4.540 1.811 -0.491 0.26
H 3.341 1.052 -1.643 0.24
H 2.767 0.678 3.503 0.27
H 2.265 2.348 3.101 0.27
H 5.104 1.158 2.620 0.23
H 4.655 2.364 3.808 0.30
H 4.597 2.801 2.127 0.23
H 2.475 -1.784 -0.123 0.25
H 2.949 -1.725 1.617 0.27
H 4.787 -0.904 -0.764 0.24
H 4.884 -2.412 0.096 0.31
H 5.261 -0.936 0.964 0.24
```

Summary:
2S+1: 6
calculated total energy: -1575.347239 a.u.
expectation value of S²: 8.77
charge: +3



No. 3
# C13H42N6O13

A cluster of 8 separate species, C13H42N6O13 in total at a distorted geometry (the ωB97M-V functional and the def2-TZVPD basis, the Open Molecules 2025 dataset).

Geometry as XYZ:
```
74
Properties=species:S:1:pos:R:3:lowdin_charge:R:1
N -0.971 4.201 -1.625 0.14
C -2.065 4.411 -0.814 -0.68
N -1.827 5.344 0.177 0.15
O -3.109 3.810 -0.980 0.03
H -0.023 4.489 -1.467 0.09
H -1.118 3.658 -2.457 0.10
H -2.553 5.501 0.849 0.10
H -1.070 5.978 0.005 0.09
N -0.136 -5.390 1.037 0.17
C -0.799 -4.378 0.401 -0.62
N -1.234 -4.631 -0.869 0.19
O -0.953 -3.292 0.941 0.02
H 0.209 -5.195 1.960 0.11
H -0.120 -6.356 0.766 0.10
H -1.028 -5.515 -1.289 0.10
H -1.511 -3.768 -1.312 0.10
N 1.665 -0.034 4.492 0.15
C 0.370 0.316 4.798 -0.69
N -0.554 -0.085 3.873 0.16
O 0.076 0.937 5.801 0.02
H 2.398 0.252 5.110 0.10
H 1.865 -0.604 3.692 0.08
H -0.299 -0.516 2.997 0.06
H -1.479 0.237 4.087 0.10
O -3.492 -1.481 -0.096 -0.08
C -4.659 -1.306 0.715 -0.23
C -4.891 -2.528 1.565 -0.25
O -3.717 -2.903 2.275 -0.06
H -3.187 -0.595 -0.306 0.06
H -4.454 -0.515 1.451 0.12
H -5.472 -0.981 0.065 0.12
H -5.208 -3.414 0.994 0.12
H -5.709 -2.290 2.245 0.12
H -3.038 -3.011 1.592 0.04
O 0.820 -2.944 -5.574 -0.06
C -0.584 -2.764 -5.485 -0.25
C -1.016 -2.945 -4.060 -0.26
O -0.449 -1.946 -3.212 -0.08
H 1.083 -3.555 -6.263 0.09
H -0.777 -1.734 -5.792 0.12
H -1.165 -3.458 -6.102 0.12
H -0.804 -3.950 -3.672 0.11
H -2.099 -2.833 -3.954 0.12
H 0.507 -1.991 -3.353 0.07
O 3.146 -1.745 -2.473 -0.07
C 3.367 -0.544 -1.718 -0.22
C 2.985 0.639 -2.584 -0.22
O 4.145 1.130 -3.276 -0.07
H 3.805 -2.397 -2.228 0.08
H 2.792 -0.537 -0.788 0.10
H 4.433 -0.528 -1.488 0.12
H 2.508 1.419 -1.994 0.10
H 2.325 0.261 -3.368 0.12
H 4.334 2.022 -2.977 0.08
O 1.474 1.420 0.455 -0.07
C 0.234 1.237 -0.196 -0.24
C -0.250 -0.195 -0.201 -0.24
O -0.033 -0.811 1.037 -0.09
H 1.713 0.640 0.965 0.07
H -0.518 1.892 0.257 0.11
H 0.355 1.556 -1.235 0.10
H 0.262 -0.752 -0.999 0.11
H -1.286 -0.174 -0.553 0.11
H -0.479 -1.683 1.039 0.04
O 1.923 4.387 4.348 -0.06
C 2.037 4.131 2.956 -0.25
C 3.226 4.808 2.315 -0.27
O 4.446 4.137 2.500 -0.06
H 1.413 5.194 4.452 0.08
H 2.105 3.052 2.800 0.11
H 1.123 4.414 2.415 0.11
H 3.280 5.852 2.659 0.12
H 3.076 4.888 1.235 0.11
H 4.630 4.060 3.442 0.09
```

Summary:
structure (SMILES): NC(N)=O.NC(N)=O.NC(N)=O.OCCO.OCCO.OCCO.OCCO.OCCO
calculated total energy: -1827.195726 a.u.